DFT (wB97M-V/def2-TZVPD) results for a structure of composition C8H17N2O4Tl.

Element x y z (Å)
C  -12.64  14.80  -9.82
O  -15.55  15.68  -12.70
H  -11.47  12.95  -11.24
N  -12.46  12.75  -11.19
H  -11.74  15.07  -10.38
H  -13.33  15.64  -9.87
O  -14.44  13.36  -10.44
H  -12.37  14.64  -8.78
O  -16.12  16.72  -10.91
C  -14.73  13.43  -6.99
H  -13.96  17.73  -12.90
N  -14.16  15.84  -6.92
C  -14.93  14.90  -7.46
C  -14.10  17.28  -7.07
H  -12.21  10.74  -10.94
H  -13.89  12.95  -7.49
H  -13.83  11.06  -11.46
H  -12.51  11.07  -12.61
H  -13.47  17.49  -7.94
C  -12.80  11.39  -11.60
H  -15.61  12.83  -7.22
C  -15.58  16.74  -12.05
C  -15.00  17.96  -12.67
H  -15.01  17.85  -7.23
H  -15.67  18.14  -13.50
Tl  -17.21  13.96  -10.63
H  -15.07  18.83  -12.01
H  -14.58  13.50  -5.91
C  -13.23  13.54  -10.52
O  -15.75  15.06  -8.42
H  -13.54  17.66  -6.22
H  -13.61  15.55  -6.13

Calculated values
* ΔE to the lowest compared entry with this formula, charge and spin: 1.102 eV
* frontier orbital gap: 3.55 eV
* maximum force: 3.29 eV Å⁻¹
* total charge: +2
* LUMO: -0.4856 hartree
* HOMO level: -16.76 eV
* spin multiplicity: 1

DFT (wB97M-V/def2-TZVPD) results for a cluster of 3 separate species, C8H17N2O6P in total.

Element x y z (Å)
H  -2.32  0.84  3.13
C  -3.20  0.12  1.27
H  -2.16  3.27  2.41
H  2.06  -3.84  -2.12
C  -3.29  0.48  2.77
O  4.56  -1.21  -0.70
H  -4.08  0.56  0.77
H  2.42  0.31  -1.05
H  3.15  -0.11  -2.59
N  4.52  -0.04  -1.02
C  -2.06  2.54  0.37
H  2.81  -2.78  -0.90
C  3.29  0.47  -1.69
O  0.56  -0.97  -1.80
O  1.05  -4.75  0.56
N  1.99  -4.55  -0.17
H  -1.40  4.43  1.30
C  1.96  -3.41  -1.13
H  -3.15  2.67  0.34
C  -0.11  0.10  -1.64
H  -4.02  1.27  2.95
H  -2.15  0.61  -1.83
O  0.36  1.24  -1.92
H  3.43  1.52  -1.90
H  -3.27  -0.96  1.11
H  -3.56  -0.39  3.37
P  -1.63  0.71  0.47
H  -0.54  2.96  1.84
O  2.99  -5.26  -0.18
H  1.03  -2.85  -1.04
O  5.44  0.74  -0.82
C  -1.50  3.37  1.54
C  -1.55  0.01  -1.13
H  -1.63  2.88  -0.58

Calculated values
* frontier orbital gap: 4.26 eV
* maximum force: 0.81 eV Å⁻¹
* total charge: -2
* LUMO: 0.1981 hartree
* HOMO level: 1.13 eV
* spin multiplicity: 1

DFT (wB97M-V/def2-TZVPD) results for the molecule C8H17N2P.

Element x y z (Å)
C  2.68  -0.24  0.53
H  3.26  -1.10  0.92
H  -2.56  0.66  0.66
C  -2.15  -3.27  -0.53
H  -1.97  2.05  -1.18
H  -1.25  -1.37  1.10
H  0.20  -2.54  -0.79
N  0.25  -0.06  0.12
H  0.08  3.34  0.74
C  -1.04  -0.81  0.11
C  -1.32  1.27  -1.08
H  2.91  1.88  0.02
H  -1.00  0.94  -2.10
H  -1.67  -3.50  0.55
H  0.80  1.65  -1.14
H  -0.35  2.00  1.72
N  1.44  -0.59  0.34
C  -2.09  0.26  -0.24
H  -3.10  -2.81  -0.28
H  4.38  0.78  0.18
C  0.30  2.28  0.87
H  1.24  1.89  1.29
C  0.07  1.28  -0.33
H  -2.83  -0.26  -0.93
P  -1.01  -2.03  -1.35
H  3.45  1.27  1.61
C  3.41  1.07  0.47
H  -2.15  -4.05  -1.26

Calculated values
* SMILES: C/C=N\N1[C@H](C)CC[C@H]1PC
* ΔE to the lowest compared entry with this formula, charge and spin: 2.337 eV
* frontier orbital gap: 8.64 eV
* maximum force: 4.14 eV Å⁻¹
* total charge: 0
* LUMO: 0.0374 hartree
* HOMO level: -7.63 eV
* spin multiplicity: 1

DFT (wB97M-V/def2-TZVPD) results for the ion C8H17N4 with charge +1.

Element x y z (Å)
C  -2.24  0.97  -1.36
C  -0.52  0.80  0.43
H  0.70  0.94  2.05
H  2.49  -0.59  0.51
C  -2.45  -0.74  0.14
C  1.71  1.34  -0.88
H  -4.07  -1.90  -0.04
H  -3.18  -2.17  1.41
N  -2.74  -0.17  -1.07
H  0.63  -2.58  -0.87
H  -0.67  1.89  2.17
H  0.29  -0.19  -1.41
H  -2.48  1.37  -2.33
H  2.04  1.86  0.02
N  0.00  1.46  1.55
H  -1.12  -0.86  1.66
C  0.77  0.21  -0.51
H  1.25  2.06  -1.55
N  -3.29  -1.67  0.55
H  2.57  0.93  -1.39
H  -2.03  2.34  0.22
H  2.15  -1.97  -1.54
H  -0.75  2.44  -0.96
H  0.98  -1.19  1.16
N  -1.39  -0.37  0.82
H  2.17  -2.95  -0.08
C  1.49  -0.92  0.23
C  -1.39  1.74  -0.42
C  1.62  -2.18  -0.62

Calculated values
* ΔE to the lowest compared entry with this formula, charge and spin: 0.000 eV
* frontier orbital gap (alpha / beta): 6.80 / 5.48 eV
* maximum force: 7.32 eV Å⁻¹
* total charge: +1
* LUMO (alpha / beta): -0.1091 / -0.3059 hartree
* HOMO level (alpha / beta): -9.76 / -13.80 eV
* <S²>: 2.02
* spin multiplicity: 3

Question: maximum force of number 2 (C8H17N2O6P)?
Answer: 0.81 eV Å⁻¹

Question: Among the records above, which one has the lowest maximum force?
Answer: C8H17N2O6P

Question: Which value of maximum force does entry 3 give?
Answer: 4.14 eV Å⁻¹

Question: Among the records above, which one has the lowest maximum force?
Answer: C8H17N2O6P